(1)
C30H40N4O2 in the gas phase, computed with wB97M-V/def2-TZVPD.

```
76
Properties=species:S:1:pos:R:3:forces:R:3:nbo_charge:R:1
O 1.7109 2.2635 -0.5344 0.2926 -0.3589 -0.2220 -0.6638
C 0.9183 2.9090 0.1263 -0.3162 0.4235 0.4426 0.6990
C 0.9282 2.9468 1.6413 0.1394 -0.0015 0.0143 -0.4882
C 2.2573 3.4798 2.1926 0.0393 -0.2383 -0.2498 -0.3640
C 3.4426 2.5309 1.9828 -0.0103 0.2608 0.3099 -0.2460
C 4.7577 3.2583 2.2706 -0.0058 -0.1822 -0.3145 -0.3895
C 5.9528 2.3380 2.0427 0.0448 0.1192 0.3231 -0.3936
C 5.8490 1.0982 2.9243 0.0201 -0.1075 -0.3134 -0.3950
C 4.5403 0.3663 2.6476 0.0053 0.0438 0.3205 -0.3959
C 3.3489 1.2919 2.8750 0.0233 -0.0906 -0.3806 -0.3871
N -0.0134 3.7118 -0.4454 -0.1604 0.2843 -0.1568 -0.6156
C -0.2504 3.6787 -1.8679 -0.0904 -0.1748 -0.2247 -0.2405
C -1.4275 2.7491 -2.2207 0.1908 0.3257 0.1238 -0.2142
N -1.2529 1.4191 -1.7160 0.2082 -0.0272 0.1016 -0.4576
C -1.5431 1.0772 -0.4412 -0.3812 -0.1548 0.5883 0.6245
N -2.1574 1.6925 0.4983 -0.0154 0.5895 -0.4146 -0.5993
C -2.0852 0.8007 1.6467 -0.0228 -0.1522 0.0225 -0.2258
C -1.0643 -0.3173 1.2750 -0.1784 -0.0468 0.3469 -0.0414
C -1.4927 -1.7165 1.7231 0.2718 0.2490 -0.0082 -0.4331
C -0.4397 -2.7269 1.3690 -0.1169 -0.1081 0.0676 0.0756
C 0.7752 -2.7449 2.0442 -0.0129 -0.0065 -0.0135 -0.2484
C 1.7680 -3.6391 1.6869 0.0993 0.0190 0.0549 -0.2035
C 1.5573 -4.5327 0.6503 0.0764 -0.0828 -0.0664 -0.2259
C 0.3474 -4.5282 -0.0220 0.0345 -0.0637 -0.0747 -0.1997
C -0.6433 -3.6303 0.3351 -0.0389 0.0086 0.0670 -0.2472
N -1.0426 -0.1775 -0.1632 -0.2424 0.0962 -0.1559 -0.4666
C 0.0462 -0.4419 -1.0711 0.5003 -0.1122 -0.0121 -0.2275
C -0.3162 0.4543 -2.2764 0.1699 -0.2672 -0.4912 -0.0164
C -0.9742 -0.3306 -3.4303 0.0612 0.1333 0.2833 -0.4161
C -2.1172 -1.1768 -2.9494 0.0926 -0.0043 -0.2284 -0.0719
C -3.3225 -0.5961 -2.5761 -0.0573 -0.1439 -0.0504 -0.1807
C -4.3571 -1.3654 -2.0791 -0.1059 -0.0765 0.0638 -0.2800
C -4.2112 -2.7419 -1.9626 0.2276 0.1735 -0.0905 0.2950
O -5.2039 -3.5398 -1.4776 -0.1296 -0.1144 0.0583 -0.6669
C -3.0186 -3.3369 -2.3582 -0.3551 -0.1002 0.1277 -0.2993
C -1.9854 -2.5554 -2.8377 -0.1160 0.1399 -0.0263 -0.1322
H 0.7693 1.9311 2.0038 -0.1018 -0.0310 -0.0121 0.2215
H 0.1056 3.5662 2.0008 -0.0515 -0.0731 0.0082 0.2117
H 2.4755 4.4343 1.7065 0.0130 0.0806 0.0582 0.2027
H 2.1369 3.6735 3.2622 0.0235 0.0599 0.0183 0.2008
H 3.4422 2.2102 0.9373 0.0330 -0.0034 0.0563 0.2327
H 4.8423 4.1354 1.6248 -0.0387 0.0824 0.0382 0.2046
H 4.7590 3.6058 3.3075 -0.0034 0.0887 0.0884 0.1885
H 6.8803 2.8736 2.2584 0.0371 -0.0101 -0.0861 0.2037
H 5.9766 2.0342 0.9938 0.0502 0.0028 -0.0788 0.1952
H 5.8830 1.3965 3.9751 0.0405 -0.0071 0.0782 0.1902
H 6.6958 0.4341 2.7375 0.0350 -0.0016 0.0836 0.2049
H 4.4583 -0.5096 3.2959 -0.0069 -0.0640 -0.0661 0.2017
H 4.5307 0.0188 1.6121 -0.0065 -0.0771 -0.0550 0.1975
H 2.4291 0.7426 2.6646 -0.1051 -0.0123 0.0662 0.1984
H 3.3231 1.6013 3.9239 -0.0522 0.0318 0.0942 0.1888
H -0.7875 4.0194 0.1239 0.1206 -0.1312 0.1079 0.4082
H 0.6713 3.3176 -2.3304 -0.1166 0.1223 -0.0206 0.2280
H -0.4620 4.6899 -2.2262 0.0448 -0.0688 -0.0601 0.2006
H -1.5484 2.7129 -3.3074 -0.0953 0.0426 0.0451 0.2034
H -2.3427 3.1390 -1.7671 -0.0158 0.0175 -0.1480 0.2215
H -1.7900 1.3651 2.5342 -0.0042 -0.1482 0.0745 0.1918
H -3.0741 0.3664 1.8327 0.0399 -0.0780 0.1161 0.1827
H -0.0668 -0.0993 1.6952 -0.0764 -0.0099 -0.0503 0.1751
H -1.6488 -1.6963 2.8045 -0.0571 -0.0351 0.0277 0.2138
H -2.4351 -1.9679 1.2339 -0.0462 0.0509 0.0404 0.2193
H 0.9439 -2.0557 2.8602 0.0206 0.0899 0.0898 0.2074
H 2.7082 -3.6398 2.2191 0.0741 -0.0041 0.0453 0.2124
H 2.3322 -5.2314 0.3710 0.0575 -0.0561 -0.0192 0.2119
H 0.1740 -5.2265 -0.8282 -0.0136 -0.0684 -0.0724 0.2087
H -1.5844 -3.6241 -0.1945 -0.0807 0.0209 -0.0229 0.2194
H 0.0889 -1.4997 -1.3363 0.0474 0.0659 -0.0907 0.2119
H 1.0110 -0.1406 -0.6382 -0.0873 -0.0310 -0.0547 0.2126
H 0.5744 0.9665 -2.6559 -0.0466 -0.0322 0.1109 0.2157
H -0.2135 -0.9578 -3.8974 0.0112 0.0122 -0.0865 0.2135
H -1.3278 0.3888 -4.1728 0.0712 -0.0077 -0.0889 0.2099
H -3.4571 0.4705 -2.6680 -0.0214 0.1050 -0.0149 0.2174
H -5.2863 -0.8964 -1.7816 -0.0853 0.0419 0.0204 0.2061
H -5.9707 -3.0011 -1.2492 0.1157 -0.0421 -0.0393 0.4790
H -2.9225 -4.4089 -2.2821 0.0214 -0.1381 0.0131 0.2233
H -1.0614 -3.0310 -3.1349 0.1145 -0.0369 -0.0366 0.2026
```
Positions in Å, forces in eV/Å.

Summary:
lowest unoccupied orbital energy = 0.8 eV
HOMO energy = -0.2957 Eh
ΔE to the lowest compared entry with this formula, charge and spin = 0.0 kcal/mol
SMILES = O=C(CCC1CCCCC1)NCCN1C2=NC[C@@H](Cc3ccccc3)N2C[C@H]1Cc1ccc(O)cc1
gap between HOMO and LUMO = 8.808 eV



(2)
A molecular structure, C30H40N4O4PRuTe, computed with wB97M-V/def2-TZVPD.

```
81
Properties=species:S:1:pos:R:3:forces:R:3:mulliken_spin:R:1
Ru -0.3121 0.5540 -0.0102 1.8204 -1.1219 -0.6812 2.5346
C 0.8013 3.2231 0.3091 -0.3634 0.0670 0.0165 0.1653
C -0.1428 3.6685 -0.7739 -0.3099 -0.2009 -0.0501 -0.0532
C 0.1564 4.7532 -1.5782 -0.1271 -0.0637 -0.1081 -0.0100
C -0.7332 5.1688 -2.5670 0.1851 -0.1588 0.2129 0.0378
C -1.9032 4.4649 -2.7934 0.0345 -0.1366 0.1861 -0.0022
C -2.2439 3.3608 -2.0183 0.1851 -0.1276 0.2814 -0.0026
C -3.4538 2.5423 -2.3372 -0.0553 0.0165 -0.0326 -0.0083
C -1.3786 3.0035 -0.9654 0.2981 1.2232 -1.0324 0.0316
N -1.6729 1.9784 -0.0525 -1.1268 -0.2490 1.1618 0.0414
C -2.5852 2.0202 0.8835 0.2952 0.6612 -1.0629 -0.0400
C -3.6004 3.0843 1.0661 0.1180 0.0874 -0.1236 0.0031
C -2.4490 0.9247 1.8329 0.3542 -0.7146 0.5994 0.1518
C -3.4023 0.7263 2.9494 0.1583 -0.2204 0.0202 0.0040
N -1.3679 0.2224 1.6290 -0.8366 0.8889 -0.1283 -0.0006
C -0.9185 -0.9070 2.3193 0.5638 -1.5108 1.1964 0.0804
C -1.3776 -2.1816 1.9538 0.1353 -0.1549 0.2216 -0.0474
C -2.4181 -2.3550 0.8977 -0.1230 -0.0185 -0.0571 0.0156
C -0.8617 -3.2971 2.6399 -0.3627 0.6681 0.5346 0.0809
C 0.0448 -3.1276 3.6960 -0.4013 -0.0829 -0.2948 0.0470
C 0.4984 -1.8656 4.0250 -0.1917 0.4786 -0.2211 -0.0005
C 0.0480 -0.7413 3.3378 -0.1566 -0.2753 -0.0911 0.0107
C 0.5232 0.6280 3.6827 -0.0218 0.1287 -0.0276 0.0110
H 1.6890 3.8524 0.3054 0.1647 -0.2483 0.0509 0.0128
H 1.1391 2.1670 0.1326 0.3109 0.3524 0.2462 -0.0458
H 0.3373 3.3032 1.2981 0.1550 -0.1156 -0.0352 -0.0058
H 1.0846 5.2864 -1.4320 0.0574 0.0463 0.0380 0.0006
H -0.4945 6.0334 -3.1655 0.0041 0.0857 -0.0913 -0.0001
H -2.5687 4.7813 -3.5801 -0.1174 -0.0075 -0.1273 0.0007
H -4.1347 3.1082 -2.9669 -0.1058 -0.0403 0.0234 0.0002
H -3.9842 2.2188 -1.4448 -0.1517 -0.0199 -0.0255 0.0018
H -3.1625 1.6471 -2.8912 -0.0084 -0.0500 -0.0291 0.0027
H -3.5166 3.8689 0.3175 0.0380 -0.0354 0.0367 -0.0020
H -3.4958 3.5219 2.0593 0.0171 0.0590 0.0734 -0.0015
H -4.6033 2.6582 1.0220 -0.0897 -0.0625 -0.0344 -0.0024
H -3.4550 1.6317 3.5594 0.0510 0.0483 -0.0140 0.0037
H -3.1170 -0.1114 3.5824 0.0187 0.0006 -0.0350 -0.0007
H -4.4127 0.5628 2.5686 -0.0243 -0.0215 -0.0894 0.0054
H -2.3958 -1.5235 0.1808 -0.1373 -0.2531 -0.0316 -0.0176
H -3.4098 -2.3875 1.3557 -0.0653 0.0563 -0.0918 0.0044
H -2.2780 -3.2970 0.3667 -0.0050 0.1181 -0.0765 0.0019
H -1.3239 -4.2651 2.4840 0.1315 -0.0221 -0.1761 -0.0037
H 0.3706 -3.9845 4.2664 0.0577 -0.0923 -0.0109 -0.0068
H 1.1954 -1.7333 4.8376 0.1037 0.0009 0.0669 0.0013
H 1.4000 0.5867 4.3235 0.0398 0.0884 -0.0360 0.0014
H -0.2582 1.1661 4.2237 0.0449 0.1559 0.0228 0.0047
H 0.7593 1.1945 2.7720 0.1080 0.0550 0.2070 0.0011
N -2.7422 -2.1623 -4.7266 -0.6909 0.0664 -0.3576 0.0001
C -1.5429 -2.4600 -4.2197 0.5449 0.1630 0.4293 -0.0006
O -1.1095 -3.5665 -4.0078 0.0308 -0.0826 -0.0441 0.0003
C -0.6829 -1.2799 -3.7865 -0.1146 0.0169 0.2418 -0.0129
C 0.4982 -0.9686 -4.4553 -0.0651 0.1290 0.2460 0.0075
C 1.3152 0.0217 -3.9307 -0.1609 0.0976 0.1958 0.0056
C 0.9553 0.6337 -2.7387 0.7072 0.2782 -0.5117 0.0160
N -0.1595 0.3120 -2.0861 -0.0106 -0.0003 0.4372 0.0335
C -0.9697 -0.6149 -2.6018 -0.5836 -0.5286 -0.6137 0.0094
H -3.3091 -2.9223 -5.0788 0.0378 -0.0096 0.0420 -0.0001
H -2.9864 -1.2355 -5.0353 0.1133 -0.0359 0.0119 0.0001
H 0.7681 -1.4912 -5.3623 0.0168 -0.0459 -0.0502 0.0000
H 2.2298 0.3095 -4.4248 0.0587 0.0699 -0.0104 0.0002
H 1.5734 1.4138 -2.3100 0.0381 -0.0787 0.0509 -0.0060
H -1.8921 -0.8261 -2.0666 0.0962 -0.0621 0.0249 -0.0055
C 5.1663 -2.9152 -1.8412 -0.1975 0.1028 0.2080 -0.0005
C 4.2670 -3.1038 -0.6403 0.5836 -0.8162 -0.2183 0.0234
O 3.3307 -2.0065 -0.5794 -0.5384 0.3982 0.1336 -0.0060
P 2.1794 -2.0027 0.4826 0.3105 -0.9493 0.6544 0.0656
O 1.3302 -0.8150 0.1275 -1.3323 1.5986 -0.1245 0.0006
Te 1.0049 -4.1349 0.5480 0.2833 0.0449 -0.4782 0.8856
O 2.7824 -1.9214 1.9401 -0.1580 -0.0738 -0.6359 -0.0222
C 3.8492 -1.0084 2.3166 0.4259 0.3160 0.2935 -0.0004
C 4.5761 -1.5713 3.5191 -0.1906 0.0419 -0.2609 0.0003
H 5.9295 -3.6881 -1.8289 0.0689 -0.0699 -0.0523 -0.0005
H 5.6565 -1.9452 -1.7984 0.0791 0.0350 0.0231 0.0018
H 4.6091 -2.9848 -2.7714 -0.0584 -0.0461 -0.0568 0.0012
H 4.8512 -3.1324 0.2834 -0.1112 0.0596 -0.0076 -0.0007
H 3.6901 -4.0383 -0.7159 0.2134 0.1803 0.0049 -0.0017
H 3.3954 -0.0442 2.5549 -0.0353 0.0004 -0.0704 -0.0006
H 4.5316 -0.8745 1.4736 -0.1035 -0.0365 0.0016 -0.0004
H 3.9032 -1.6929 4.3621 -0.0842 0.0067 0.1120 0.0005
H 5.3670 -0.8827 3.8043 0.0838 0.0410 0.0457 -0.0001
H 5.0192 -2.5360 3.2931 0.0733 -0.0927 -0.0450 -0.0003
```
Positions in Å, forces in eV/Å.

Summary:
lowest unoccupied orbital energy (spin up / spin down) = -10.3 / -11.8 eV
HOMO energy (spin up / spin down) = -0.5864 / -0.5836 Eh
⟨S²⟩ = 6.038
charge = +3
2S+1 = 5
gap between HOMO and LUMO (spin up / spin down) = 5.621 / 4.085 eV